Entry 1:
Here is 2 unconnected molecules or ions with the total composition C35H34N3O2 from the Open Molecules 2025 dataset. Energies are from ωB97M-V with the def2-TZVPD basis set.

Each line ends with the Mulliken charge.
Cartesian coordinates (Å):
O: 5.322 1.065 1.537  -0.605
N: 4.758 0.522 2.517  0.962
O: 5.242 -0.456 3.127  -0.599
C: 3.483 1.026 2.895  -0.304
C: 2.645 0.212 3.685  -0.633
C: 1.280 0.311 3.514  -0.259
C: 0.715 1.242 2.583  0.457
C: -0.685 1.314 2.260  -1.391
C: -1.594 0.258 2.326  1.209
N: -2.927 0.514 2.343  0.191
C: -3.466 1.856 2.491  -0.522
C: -4.977 1.735 2.231  -0.695
C: -5.274 0.249 2.000  -0.570
C: -3.934 -0.496 2.097  -0.154
C: -1.137 -1.160 2.348  -0.880
C: -0.128 -1.550 1.465  0.975
C: 0.315 -2.865 1.409  -1.308
C: -0.214 -3.809 2.294  -0.828
C: -1.186 -3.427 3.221  -0.912
C: -1.636 -2.106 3.261  0.078
C: 1.594 2.224 2.028  -0.600
C: 2.960 2.122 2.171  -0.336
H: 3.114 -0.519 4.341  0.491
H: 0.630 -0.345 4.096  0.534
H: -1.056 2.313 2.010  0.213
H: -3.259 2.249 3.501  0.323
H: -3.002 2.550 1.777  0.307
H: -5.537 2.145 3.077  0.321
H: -5.235 2.320 1.340  0.286
H: -5.977 -0.142 2.741  0.367
H: -5.704 0.092 1.004  0.229
H: -3.727 -1.059 1.169  -0.048
H: -3.966 -1.236 2.909  0.169
H: 0.287 -0.792 0.798  0.556
H: 1.083 -3.157 0.691  0.606
H: 0.150 -4.836 2.262  0.465
H: -1.590 -4.149 3.931  0.431
H: -2.357 -1.785 4.016  0.634
H: 1.168 3.041 1.441  0.393
H: 3.653 2.818 1.703  0.465
C: -1.147 -3.833 -1.511  -1.696
C: -1.649 -2.463 -1.668  0.137
N: -2.967 -2.213 -1.836  0.195
C: -3.198 -0.845 -1.982  -0.776
C: -1.950 -0.195 -1.919  0.798
C: -1.919 1.192 -1.968  0.177
C: -3.114 1.896 -2.168  -1.089
C: -4.350 1.224 -2.225  -0.585
C: -4.406 -0.170 -2.107  -0.927
C: -0.933 -1.236 -1.719  1.269
C: 0.440 -1.066 -1.527  -0.392
C: 1.220 0.063 -1.944  0.062
C: 0.938 0.756 -3.152  -0.578
C: 1.671 1.877 -3.512  -0.601
C: 2.685 2.371 -2.679  1.148
C: 3.368 3.652 -3.048  -1.606
C: 3.039 1.644 -1.531  -0.750
C: 2.343 0.496 -1.180  -0.681
H: -0.061 -3.853 -1.630  0.322
H: -1.391 -4.236 -0.518  0.276
H: -1.606 -4.497 -2.256  0.518
H: -3.685 -2.931 -1.876  0.272
H: -0.960 1.690 -1.862  0.564
H: -3.088 2.982 -2.284  0.419
H: -5.272 1.786 -2.376  0.445
H: -5.331 -0.750 -2.134  0.475
H: 0.979 -1.873 -1.025  0.711
H: 0.142 0.385 -3.803  0.507
H: 1.455 2.390 -4.453  0.448
H: 4.143 3.904 -2.321  0.351
H: 3.831 3.566 -4.039  0.376
H: 2.648 4.481 -3.089  0.353
H: 3.880 1.980 -0.917  0.420
H: 2.642 -0.085 -0.300  0.420

Computed properties:
Gap between HOMO and LUMO (eV): 4.73
Energy relative to the best compared isomer or geometry (same formula, charge and spin) (eV): 0.000
Multiplicity: 1
LUMO (eV): -4.85
HOMO energy (eV): -9.581
Net charge: +1

---

Entry 2:
Here is a single C4H5FOS2 molecule from the Open Molecules 2025 dataset. Energies are from ωB97M-V with the def2-TZVPD basis set.

Each line ends with the Mulliken charge.
Cartesian coordinates (Å):
F: 1.496 0.278 -2.152  -0.254
C: 1.552 0.263 -0.787  0.079
C: 0.569 -0.309 -0.137  -0.040
C: -0.653 -0.943 -0.731  -0.533
S: -2.116 0.160 -0.692  -0.218
O: 0.550 -0.281 1.230  -0.322
C: 0.163 0.919 1.781  -0.014
S: 0.125 2.439 1.269  -0.177
H: 2.441 0.786 -0.359  0.369
H: -0.746 -1.945 -0.201  0.352
H: -0.419 -1.046 -1.775  0.320
H: -3.001 -1.020 -0.357  0.166
H: 0.037 0.698 2.911  0.272

Computed properties:
Gap between HOMO and LUMO (eV): 9.29
SMILES string: F/C=C(\CS)OC=S
Energy relative to the best compared isomer or geometry (same formula, charge and spin) (eV): 1.641
Multiplicity: 1
LUMO (eV): 0.13
HOMO energy (eV): -9.158

---

no.,calculated total energy (Eh)
1,-1668.52962
2,-1126.80823